Record 1
Molecular formula: C2H4FNS
Method: DFT, wB97M-V/def2-TZVPD

Gap between HOMO and LUMO   9.38 eV
Lowest unoccupied orbital energy   0.39 eV

```
9
Properties=species:S:1:pos:R:3:forces:R:3:lowdin_charge:R:1
N -0.131813 1.254369 -0.115356 -4.3 4.7 0.8 0.075
C -0.649323 0.042484 -0.167886 4.6 0.0 0.3 -1.051
S -2.114245 -0.523972 -0.224613 -2.5 -0.4 -0.1 0.720
C 0.488861 -0.934838 0.140002 0.0 -2.5 -1.9 -0.125
F 1.903499 -0.525104 -0.356997 -3.4 -0.4 1.8 -0.158
H -0.840064 2.085778 0.100074 2.0 -2.4 -1.0 0.175
H 0.811266 1.547516 -0.158406 1.0 -0.6 0.0 0.089
H 0.270822 -1.031741 1.279077 1.8 -0.2 -1.8 0.140
H 0.261001 -1.914489 -0.495894 0.8 2.0 1.9 0.135
```
Positions in Å, forces in eV/Å.

Record 2
Molecular formula: C48H39CaCl8Ge2N4OS
Method: DFT, wB97M-V/def2-TZVPD

Gap between HOMO and LUMO (spin up / spin down)   4.72 / 7.15 eV
2S+1   2
Lowest unoccupied orbital energy (spin up / spin down)   -0.40 / -0.39 eV
Expectation value of S²   0.795

```
104
Properties=species:S:1:pos:R:3:forces:R:3:lowdin_spin:R:1
Ca 0.309290 0.719710 0.692957 -0.6 -1.0 -1.7 0.004
Cl 4.155291 -3.055386 5.931664 0.1 0.0 0.1 -0.009
C 3.501506 -2.356265 4.484370 -0.2 0.1 -0.2 0.001
C 4.234653 -2.396867 3.308612 0.1 0.0 0.1 0.118
C 3.656403 -1.867240 2.166091 -0.1 0.2 -0.1 -0.007
C 2.386726 -1.307648 2.134508 0.3 -0.2 0.5 0.083
O 1.841952 -0.906050 0.925475 0.5 -0.7 -0.5 0.028
C 1.679470 -1.161793 3.368499 -0.2 0.2 -0.2 0.031
C 0.470634 -0.447951 3.623655 0.1 -0.4 0.5 0.276
N -0.217800 0.304874 2.769408 -0.3 0.3 0.8 0.120
C -1.399179 0.885913 3.139487 0.0 -0.4 0.3 0.023
C -2.210590 0.448185 4.191628 0.2 0.0 -0.1 0.076
C -3.420223 1.078404 4.490876 -0.1 0.2 -0.1 0.001
C -3.872030 2.152715 3.760706 -0.2 -0.2 0.2 0.075
C -3.111774 2.616426 2.666305 0.2 0.0 -0.1 0.001
C -3.530427 3.671956 1.829881 0.2 -0.1 -0.1 0.019
C -2.738378 4.069806 0.782351 -0.2 0.1 0.1 -0.004
C -1.524291 3.412824 0.568149 0.2 -0.1 0.1 0.025
N -1.112202 2.406237 1.312665 -0.6 1.0 0.2 -0.006
C -1.872833 1.993311 2.349956 -0.4 0.2 0.3 0.006
C 2.272539 -1.747332 4.515034 0.1 -0.1 0.0 0.092
H 5.219863 -2.840113 3.282509 0.0 0.0 0.0 0.009
H 4.247488 -1.888557 1.257945 0.0 0.0 0.1 -0.002
H 0.156314 -0.483115 4.665963 0.0 0.0 0.0 0.016
H -1.910366 -0.417835 4.765227 0.0 0.0 0.0 0.008
H -4.016693 0.699970 5.311927 0.0 0.0 0.0 -0.002
H -4.806584 2.641656 4.005969 0.0 0.0 0.0 0.005
H -4.481342 4.152245 2.026922 0.0 0.0 0.0 0.001
H -3.043306 4.872057 0.124049 0.0 0.0 0.0 -0.001
H -0.864714 3.712125 -0.241397 0.0 0.0 0.0 0.002
H 1.740497 -1.686036 5.455179 0.0 0.0 0.0 0.003
Cl 2.043235 2.884760 2.725125 0.1 0.0 0.4 0.001
C 2.234536 3.283555 1.050501 0.0 0.0 -0.5 0.000
C 1.811019 2.332299 0.131965 1.1 1.4 -0.6 0.000
C 1.923160 2.714110 -1.191797 0.2 0.3 0.6 0.000
Cl 1.326255 1.573962 -2.367634 -0.2 -0.3 -0.4 0.000
C 2.449232 3.928616 -1.623495 0.0 0.0 -0.1 0.000
Cl 2.559575 4.314943 -3.304078 0.0 0.0 0.0 0.000
C 2.883880 4.838206 -0.662123 0.0 0.0 0.0 0.000
Cl 3.552231 6.349046 -1.145817 0.0 0.0 0.0 0.000
C 2.766754 4.519286 0.692491 0.0 0.0 0.1 0.000
Cl 3.271448 5.655885 1.885779 0.0 0.0 0.0 0.000
Cl -3.321367 -3.557758 2.921686 0.0 0.0 -0.1 0.001
C -2.757253 -3.097570 1.311904 0.0 0.0 0.0 0.000
Cl -1.296259 -2.096026 1.409903 -0.1 -0.3 0.1 0.006
H -3.536733 -2.519126 0.829545 0.0 0.0 0.0 0.000
H -2.525265 -3.999748 0.758627 0.0 0.0 0.0 0.000
C 5.141547 0.731819 0.435606 -0.1 -0.2 -0.1 0.000
Ge 4.715936 -0.361038 -1.147374 0.1 -0.1 0.1 0.000
C 6.171543 -1.647880 -1.532666 -0.2 0.1 0.1 0.000
C 4.602719 0.845000 -2.707657 -0.1 -0.2 0.2 0.000
Ge 2.643214 -1.693053 -0.644143 -0.2 -0.4 0.3 0.001
C 2.563389 -3.609331 -0.098634 0.2 0.5 -0.2 0.000
C 3.656654 -4.389090 0.263351 0.0 0.0 -0.1 0.000
C 3.476869 -5.685031 0.722592 0.1 -0.1 0.0 0.000
C 2.200990 -6.220095 0.818672 0.0 0.0 0.0 0.000
C 1.107902 -5.466152 0.418125 0.0 -0.1 0.0 0.000
C 1.291373 -4.170368 -0.039299 0.0 0.0 -0.1 0.000
C 1.403355 -1.705896 -2.184889 0.3 0.2 0.3 0.001
C 0.023566 -1.863877 -2.192369 -0.1 0.0 0.0 0.000
C -0.654628 -2.048492 -3.390873 0.0 0.1 0.0 0.000
C 0.030792 -2.032917 -4.595225 0.0 0.0 -0.1 0.000
C 1.408526 -1.869067 -4.603364 0.0 -0.1 0.0 0.000
C 2.084613 -1.731599 -3.402664 0.0 0.1 0.1 0.000
H 5.723069 1.595647 0.110317 0.0 0.0 0.0 0.000
H 5.724613 0.172728 1.166264 0.0 0.0 0.0 0.000
H 4.225597 1.088943 0.907678 0.0 0.0 0.0 0.000
H 7.120337 -1.109850 -1.520790 0.0 0.0 0.0 0.000
H 6.034078 -2.076991 -2.525944 0.0 0.0 0.0 0.000
H 6.223585 -2.460211 -0.808327 0.0 0.0 0.0 0.000
H 5.588728 0.861497 -3.174252 0.0 0.0 0.0 0.000
H 4.362294 1.848403 -2.357960 0.0 0.0 0.0 0.000
H 3.863310 0.544430 -3.445262 0.0 0.0 0.0 0.000
H 4.660907 -3.987021 0.185866 0.0 0.0 0.1 0.000
H 4.331963 -6.280457 1.016930 0.0 0.0 0.0 0.000
H 2.056853 -7.224160 1.196227 0.0 0.0 0.0 0.000
H 0.113111 -5.894138 0.453353 0.0 0.0 0.0 0.000
H 0.436859 -3.594875 -0.366434 -0.1 0.0 0.1 0.000
H -0.535144 -1.863245 -1.263181 0.0 0.0 0.0 0.000
H -1.724016 -2.211745 -3.382382 -0.1 0.1 0.0 0.000
H -0.504059 -2.165985 -5.527221 0.0 0.0 0.0 0.000
H 1.950784 -1.857043 -5.540068 0.0 0.0 0.0 0.000
H 3.167331 -1.645364 -3.405983 0.0 0.0 -0.1 0.000
S -6.052958 -0.015149 -2.838340 0.0 0.2 0.1 0.000
C -4.476480 0.274599 -2.043630 0.0 -0.1 0.0 0.000
C -3.381802 0.713965 -2.772820 -0.1 -0.1 0.0 0.000
C -2.181945 0.923742 -2.112687 0.1 0.1 0.0 0.000
N -2.011783 0.713340 -0.807069 -0.1 -0.3 -0.1 0.000
C -3.082014 0.313597 -0.112203 0.0 0.0 0.1 0.000
C -4.323899 0.083018 -0.676662 0.0 0.1 -0.1 0.000
C -6.678310 1.651661 -2.600402 0.0 -0.2 0.0 0.000
C -7.387896 1.972814 -1.453524 0.0 0.1 -0.1 0.000
C -7.812309 3.285427 -1.297814 0.0 0.0 0.0 0.000
N -7.576697 4.241769 -2.189549 0.0 0.1 0.0 0.000
C -6.906308 3.915116 -3.289500 0.0 0.0 0.0 0.000
C -6.435743 2.634642 -3.547084 -0.1 0.0 0.0 0.000
H -3.458846 0.879829 -3.838770 0.0 0.0 0.0 0.000
H -1.319220 1.288799 -2.655280 0.0 -0.1 0.0 0.000
H -2.944232 0.184381 0.955249 0.0 -0.1 0.0 0.000
H -5.161649 -0.221801 -0.063872 0.0 0.0 0.0 0.000
H -7.608890 1.220996 -0.708585 0.0 0.0 0.0 0.000
H -8.368626 3.586617 -0.416764 0.0 -0.1 0.0 0.000
H -6.739901 4.719846 -3.997312 0.0 0.0 0.0 0.000
H -5.903392 2.408632 -4.460551 0.0 0.0 0.0 0.000
```
Positions in Å, forces in eV/Å.

Record 3
Molecular formula: CH2N4O6
Method: DFT, wB97M-V/def2-TZVPD

Gap between HOMO and LUMO (spin up / spin down)   8.67 / 7.58 eV
2S+1   3
Lowest unoccupied orbital energy (spin up / spin down)   0.13 / -3.33 eV
Expectation value of S²   2.012

```
13
Properties=species:S:1:pos:R:3:forces:R:3:lowdin_spin:R:1
C 0.866902 0.867968 0.110506 4.1 -2.2 -0.5 0.014
N -0.032397 -2.101142 -0.450377 0.3 2.7 -2.9 0.750
N 2.080899 0.250709 0.054637 0.7 -1.8 -0.1 0.022
N -0.068062 -0.011985 0.627622 -4.5 -0.2 1.5 0.091
N -2.189063 0.903731 -0.247285 0.3 1.6 3.4 0.008
O 0.808728 1.985606 -0.241248 -2.6 2.9 -0.1 0.014
O -0.189675 -3.195347 -0.155574 -0.7 -5.3 0.3 0.737
O -1.953241 0.398754 -1.242607 0.7 -1.6 -2.8 0.009
O -2.924218 1.727965 0.148370 -1.0 0.3 -0.4 0.003
O -0.001583 -1.330699 0.821617 1.0 4.0 2.0 0.341
O -1.330942 0.519317 0.971639 1.9 -0.7 -0.8 0.008
H 2.079537 -0.768228 -0.012676 0.4 0.6 0.1 0.004
H 2.853117 0.753357 -0.384629 -0.8 -0.2 0.2 0.000
```
Positions in Å, forces in eV/Å.

Record 4
Molecular formula: C39H30N5O5S4W
Method: DFT, wB97M-V/def2-TZVPD

Gap between HOMO and LUMO (spin up / spin down)   5.99 / 5.99 eV
Total charge   -1
Lowest unoccupied orbital energy (spin up / spin down)   0.82 / 0.82 eV

```
84
Properties=species:S:1:pos:R:3:forces:R:3:lowdin_charge:R:1
W 0.214238 -1.185508 -0.217254 -2.3 -1.6 0.4 1.298
C -3.817362 -1.132608 2.749446 0.2 0.0 0.0 -0.120
C -2.611662 -1.565508 1.966046 0.7 0.6 -0.4 -0.698
S -1.531962 -0.274108 1.435846 0.0 -1.1 -0.5 0.761
C -2.294962 -2.838308 1.689746 0.8 0.1 -0.6 -0.695
C -3.061262 -4.055608 2.107646 0.1 0.1 -0.1 -0.110
S -0.814762 -3.171708 0.787846 -0.2 1.1 -0.1 0.741
H -3.861962 -0.047608 2.743546 -0.2 0.1 0.1 0.052
H -3.748262 -1.478208 3.781546 -0.1 0.0 0.1 0.082
H -4.730562 -1.533608 2.310346 -0.1 0.0 0.0 0.082
H -3.791662 -3.805608 2.871046 -0.1 -0.1 0.1 0.067
H -2.373062 -4.804608 2.496446 0.0 -0.1 0.1 0.072
H -3.572762 -4.491308 1.248646 -0.1 -0.1 0.0 0.080
S 2.018238 -3.195108 -0.018854 -0.7 0.1 -0.2 0.767
C 1.168838 -4.489108 -0.801754 0.1 -0.1 -0.2 -0.743
C 1.229338 -5.796608 -0.334254 -0.1 0.0 -0.1 -0.055
C 0.445138 -6.787008 -0.917954 -0.2 0.8 -0.6 -0.194
C 0.452738 -8.103108 -0.411854 0.1 -0.8 0.3 -0.197
N 0.446638 -9.179008 -0.007754 0.0 -0.1 0.1 0.159
C -0.388262 -6.468008 -2.012054 0.7 0.7 0.6 -0.192
C -0.417462 -5.161208 -2.496954 0.0 -0.3 0.0 -0.050
C 0.346938 -4.172908 -1.905454 0.4 0.2 -0.1 -0.701
S 0.326438 -2.532908 -2.509454 -0.3 0.1 0.9 0.734
C -1.190162 -7.446308 -2.632854 -0.5 -0.6 -0.4 -0.200
N -1.856962 -8.211008 -3.173354 -0.1 -0.1 0.0 0.158
H 1.860438 -6.035308 0.510146 0.0 0.0 0.0 0.120
H -1.051062 -4.919008 -3.334754 -0.1 0.0 -0.1 0.117
C -1.830362 3.277192 1.647446 0.1 0.0 -0.1 -0.038
C -0.597762 4.122192 1.641146 0.0 0.3 -0.1 -0.218
C -0.232362 4.837892 2.772946 -0.1 0.0 -0.1 -0.049
C 0.859838 5.684792 2.783346 0.0 0.0 0.1 -0.088
C 1.598838 5.858792 1.629346 0.0 0.1 0.0 -0.084
C 1.258938 5.154692 0.490546 -0.1 -0.1 0.0 -0.028
C 0.195438 4.258192 0.496946 -0.1 0.5 0.3 -0.217
N -0.147762 3.573392 -0.693954 0.1 0.2 -0.3 0.140
C -0.266262 2.201992 -0.864654 0.0 -0.4 0.1 -0.366
N -1.090262 1.880092 -1.885154 -0.1 0.4 -0.4 0.149
C -1.738562 0.664392 -2.190654 0.4 -0.6 0.5 -0.198
C -1.457962 -0.529908 -1.499054 -0.5 0.1 -0.8 -0.330
C -2.370462 -1.574708 -1.784054 -0.1 -0.2 0.2 -0.221
C -3.364462 -1.484908 -2.737454 0.1 0.1 0.2 -0.095
C -3.502462 -0.327308 -3.483854 0.1 0.0 0.1 -0.065
C -2.714362 0.770492 -3.199754 -0.1 -0.2 -0.1 -0.227
C -2.917162 2.046292 -3.975254 0.0 -0.2 0.1 -0.058
N 0.353338 1.318392 -0.141254 -0.7 0.0 0.0 0.067
C 1.404638 1.846192 0.660546 0.3 0.3 0.2 -0.262
C 1.292538 1.794092 2.046946 0.0 0.0 -0.2 -0.039
C 2.311838 2.259892 2.848946 0.0 0.0 0.1 -0.056
C 3.454038 2.790192 2.277346 0.0 0.0 0.0 -0.064
C 3.556238 2.857692 0.901646 0.0 0.0 0.0 -0.047
C 2.546338 2.401792 0.065246 -0.2 -0.2 0.0 -0.230
C 2.723938 2.507692 -1.424554 0.0 0.0 0.0 -0.016
H -2.338062 3.371492 2.603146 -0.1 0.0 0.1 0.081
H -1.605462 2.223992 1.490846 -0.1 0.0 0.0 -0.013
H -2.506962 3.589292 0.851646 -0.1 0.0 -0.1 0.091
H -0.839462 4.740592 3.659246 -0.1 -0.1 0.2 0.108
H 1.116938 6.218292 3.685446 0.0 0.1 0.1 0.099
H 2.440838 6.533892 1.618046 0.1 0.0 0.0 0.103
H 1.841238 5.290392 -0.408954 0.1 -0.1 -0.1 0.109
H -0.122462 4.138792 -1.530054 0.0 -0.2 0.0 0.152
H -1.493162 2.673592 -2.365154 0.1 -0.1 0.4 0.113
H -2.283462 -2.521708 -1.248554 0.0 0.3 -0.2 0.050
H -4.010762 -2.329408 -2.920654 -0.1 -0.1 0.0 0.100
H -4.230562 -0.279808 -4.280954 -0.1 0.1 -0.1 0.102
H -3.621762 1.875092 -4.785854 0.0 0.0 0.0 0.076
H -1.982962 2.394392 -4.415454 0.1 0.1 -0.1 0.081
H -3.326862 2.834392 -3.338554 0.0 0.2 0.0 0.081
H 0.399438 1.369592 2.481546 0.0 -0.1 0.0 0.087
H 2.222138 2.190092 3.919546 0.0 0.0 0.2 0.113
H 4.267238 3.131292 2.899046 0.1 0.0 0.1 0.110
H 4.451138 3.260292 0.454946 0.2 0.1 -0.1 0.123
H 3.747638 2.263692 -1.698854 0.0 0.0 0.0 0.080
H 2.533138 3.529992 -1.759554 -0.1 0.1 -0.1 0.072
H 2.069338 1.825792 -1.966454 0.0 0.1 0.0 0.084
O 6.059638 0.123692 0.957746 -0.8 -0.3 -0.1 0.144
C 4.908238 -0.166608 0.727546 1.0 0.3 0.2 -0.230
C 4.266738 -0.183808 -0.654454 0.1 0.1 -0.8 -0.270
O 4.826038 0.050392 -1.708754 -0.2 -0.2 0.6 0.117
C 2.856038 -0.458508 -0.397454 0.2 -0.1 1.3 -0.360
C 2.610638 -0.627608 0.974046 1.3 0.2 -1.3 -0.374
O 1.374238 -0.837708 1.332046 0.6 0.4 0.6 -0.295
C 3.831138 -0.482108 1.758946 -0.2 -0.2 0.9 -0.275
O 3.987038 -0.562508 2.961446 0.0 0.0 -0.6 0.115
O 1.832538 -0.487808 -1.202054 0.6 0.0 0.1 -0.270
```
Positions in Å, forces in eV/Å.

Calculated total energy across the listed records, respectively: -631.361830 -11058.039399 -709.361534 -3814.126437 Ha.